42
Properties=species:S:1:pos:R:3:forces:R:3 method="wB97M-V/def2-TZVPD" s2=2.181 spin_multiplicity=3 charge=+2 energy_ha=-2357.0593
V -0.02173 0.34419 1.38557 0.05 1.58 -1.29
P -2.27823 0.19427 0.88869 -1.80 -0.12 -1.27
C -2.14190 0.68146 -0.82113 1.10 0.67 -0.66
C -0.93002 1.24343 -1.28713 -1.33 -1.13 1.10
N 0.18430 1.09530 -0.46045 -0.30 -1.29 1.31
C 1.41879 1.37612 -0.92275 0.80 1.02 -1.72
C 1.60760 2.03704 -2.12856 1.00 -1.03 1.65
C 0.50583 2.27029 -2.95571 -1.95 0.15 -0.07
C -0.75380 1.86408 -2.54688 0.76 0.54 -0.77
C 2.59682 0.92962 -0.08960 -0.52 0.87 0.30
P 2.29273 -0.60235 0.90143 1.86 -0.69 -0.89
H -1.65610 2.01248 -3.14096 0.43 0.02 -0.02
H 2.62292 2.32672 -2.39614 -0.30 -0.13 -0.18
H 0.63597 2.78359 -3.90514 -0.05 -0.14 0.15
H 3.44734 0.72023 -0.75853 -0.17 -0.23 0.34
H 2.91231 1.74014 0.59306 -0.14 -0.40 0.04
H -2.03523 -1.21657 -2.09019 0.18 -0.62 -0.13
H -3.01440 0.71557 -1.47682 0.04 0.27 0.39
H -1.08738 -2.89044 -1.01451 0.26 -0.03 0.48
O -1.83628 -2.15010 -2.31704 -0.41 0.80 -0.35
H -2.31829 -2.33009 -3.13935 0.17 -0.13 0.28
H 0.90425 -1.15568 1.29712 1.02 -0.20 -0.17
O -0.63902 -2.98230 -0.13224 0.59 0.35 -0.21
H 0.21331 -3.40311 -0.32704 -0.56 -0.13 0.05
C 2.77752 -1.99240 -0.14517 -0.55 -0.42 0.04
H 3.80168 -1.90156 -0.53316 -0.25 0.24 0.28
H 2.70011 -2.90756 0.45625 0.10 0.12 -0.12
H 2.07715 -2.08134 -0.98641 0.17 0.13 0.12
C 3.33998 -0.56071 2.36314 -0.70 0.01 0.42
H 3.11024 -1.45247 2.95570 0.21 0.07 0.00
H 4.40534 -0.54475 2.09636 -0.31 0.00 -0.16
H 3.08180 0.32536 2.95550 0.16 -0.10 -0.04
C -3.10806 1.54129 1.78887 0.32 -0.12 0.28
H -4.08817 1.73019 1.32772 0.26 -0.04 0.21
H -3.19572 1.22881 2.83975 -0.22 0.21 -0.24
H -2.47482 2.43921 1.74765 -0.33 -0.17 -0.04
C -3.30304 -1.28765 0.98206 0.25 -0.27 0.42
H -3.47752 -1.50512 2.04503 -0.17 0.00 -0.29
H -4.25488 -1.12426 0.45552 0.29 -0.01 0.19
H -2.74752 -2.13089 0.55081 -0.25 0.23 0.04
N 0.45776 2.76278 3.33799 -0.37 -1.84 -1.56
C 0.26837 1.85721 2.60668 0.66 2.00 2.12

=====

38
Properties=species:S:1:pos:R:3:forces:R:3 method="wB97M-V/def2-TZVPD" charge=+2 energy_ha=-634.3761
C 0.88928 -2.28390 0.77404 0.36 0.74 0.65
C -2.30756 -0.54088 -1.83297 2.01 -0.01 -0.79
C 1.78463 -1.31023 0.68551 -0.51 -0.94 0.15
C -2.28463 0.18659 -0.63039 -4.73 0.15 2.40
C 2.63725 0.46731 -0.70053 0.43 3.32 -0.13
C 0.98462 -3.40736 1.70901 1.02 -0.87 1.44
C -3.44541 -1.05326 -2.59839 1.30 0.50 1.55
C 2.54081 1.39113 -1.92052 -3.41 -4.61 -0.03
C 3.83105 0.65786 0.15858 0.45 -0.52 -2.22
C -2.62667 1.36264 1.95337 0.27 2.44 -2.65
C -0.49451 2.40411 1.03381 -0.65 0.75 0.12
C -1.26695 1.11515 1.31520 -1.32 0.44 3.45
N 0.50071 -0.30386 -0.99152 0.08 -0.01 -1.14
N 1.58728 -0.34288 -0.31871 0.67 1.63 -1.42
N -1.29730 0.50123 0.09883 2.37 -1.45 -3.11
H -0.02285 -2.18579 0.16730 0.60 -0.34 0.16
H -1.25538 -0.66949 -2.12787 -0.57 -0.48 -0.70
H 2.70417 -1.18928 1.19483 0.42 -0.54 0.60
H -3.28934 0.33653 -0.15129 0.52 0.09 -0.69
H 1.84871 -3.44986 2.52258 -1.42 0.18 -2.33
H 0.10034 -3.35793 2.32388 -0.60 -0.32 0.23
H 0.89121 -4.31011 1.07102 0.33 0.08 0.81
H -3.35087 -2.13192 -2.59187 0.33 -0.74 -0.27
H -4.37289 -0.84881 -2.12753 -0.98 0.58 0.09
H -3.32606 -0.74591 -3.62497 -0.12 0.10 -0.63
H 3.13974 2.21426 -2.09901 1.68 1.25 0.34
H 1.46563 1.64044 -1.99922 0.32 0.26 0.16
H 2.54499 0.65202 -2.78282 0.44 0.84 0.51
H 4.62933 0.05882 -0.42549 -0.73 0.12 1.41
H 4.26115 1.66615 -0.05002 -0.66 -0.50 0.60
H 3.60170 0.40490 1.18804 0.90 0.03 0.02
H -2.64680 1.85688 2.89999 0.39 0.37 0.46
H -3.04001 2.02576 1.14800 -0.49 0.10 1.17
H -3.27435 0.55566 1.97311 -0.99 -1.98 0.26
H 0.46283 2.14089 0.74554 2.01 -0.47 -1.06
H -0.31484 3.15809 1.78571 -0.62 -0.35 1.03
H -0.99287 2.95965 0.24019 -0.02 -0.19 -0.22
H -0.79613 0.37540 1.98462 0.93 0.33 -0.20

=====

41
Properties=species:S:1:pos:R:3:forces:R:3 method="wB97M-V/def2-TZVPD" energy_ha=-901.9801 smiles="C[C@@]1(N)COC(=O)O1.C1CCOC1.C1CCOC1"
C -0.71304 -0.72630 1.29496 -0.12 0.05 -0.05
C -1.37663 -0.44216 -0.06149 0.01 0.12 0.16
N -2.42328 -1.35174 -0.45508 0.08 0.10 -0.35
C -1.83082 1.02475 -0.19282 -0.38 -0.11 0.14
O -0.72748 1.66384 -0.83136 0.10 0.05 0.14
C 0.11536 0.73191 -1.32583 0.16 -0.15 -0.20
O 1.13244 0.96632 -1.90184 -0.38 0.02 0.10
O -0.35914 -0.51028 -1.08077 0.08 0.17 0.17
H 0.14444 -1.38906 1.16055 -0.12 -0.01 0.02
H -1.43392 -1.21178 1.95908 0.09 0.10 -0.01
H -0.37543 0.19304 1.78245 0.09 -0.17 -0.07
H -3.18908 -1.34948 0.20497 0.05 -0.05 0.07
H -2.06464 -2.29350 -0.55721 -0.03 -0.01 0.14
H -2.01810 1.50390 0.77413 0.16 -0.08 -0.19
H -2.72754 1.10780 -0.81485 0.21 -0.03 -0.04
C 1.50458 -0.59565 -6.17162 -0.02 -0.01 0.01
C 2.14789 -0.57835 -4.78673 0.03 0.03 -0.03
C 1.67290 -1.90616 -4.21604 -0.03 0.01 0.00
O 1.54673 -2.80000 -5.32800 0.00 -0.01 0.00
C 1.62974 -2.06600 -6.54939 0.01 0.00 0.02
H 1.98930 0.06566 -6.88879 0.01 0.00 0.00
H 0.45215 -0.31147 -6.10149 0.00 0.00 0.00
H 3.23669 -0.57230 -4.87755 0.00 -0.01 -0.01
H 1.85178 0.26616 -4.16952 0.00 -0.01 0.01
H 0.69771 -1.80030 -3.72939 0.01 0.02 0.01
H 2.37038 -2.33683 -3.49698 0.00 -0.02 0.00
H 2.59542 -2.27095 -7.02551 0.00 0.02 -0.01
H 0.83758 -2.40719 -7.21768 0.00 -0.02 0.00
C -0.55178 2.48194 5.79588 -0.02 0.00 -0.01
C -0.62968 1.07280 6.37954 0.02 0.00 0.02
C -0.66686 0.22117 5.11773 0.00 0.01 -0.01
O 0.08956 0.93096 4.13492 -0.03 0.02 -0.03
C 0.35059 2.26217 4.58917 0.02 0.00 0.02
H -0.15204 3.22086 6.48837 0.01 -0.01 0.01
H -1.54165 2.81393 5.47544 0.00 0.00 0.00
H 0.27006 0.85347 6.95774 0.00 0.00 0.00
H -1.49503 0.91081 7.02031 -0.01 0.01 0.00
H -1.69380 0.09516 4.75560 -0.01 0.00 0.02
H -0.22547 -0.76678 5.25373 0.01 0.00 -0.02
H 1.40725 2.34290 4.86338 0.00 0.01 0.01
H 0.15284 2.95672 3.77200 0.01 -0.01 -0.02